{
  "formula": "C44H121N11O11",
  "method": "the ωB97M-V functional and the def2-TZVPD basis",
  "e_above_lowest_kcal_mol": 18.5,
  "charge": 1,
  "lumo_energy_ev": [-1.493, -6.998],
  "energy_ev": -86487.04131,
  "homo_energy_ha": [-0.3880, -0.3880],
  "multiplicity": 2,
  "elements": ["C", "C", "C", "O", "C", "N", "H", "H", "H", "H", "H", "H", "H", "H", "H", "H", "H", "C", "C", "C", "O", "C", "N", "H", "H", "H", "H", "H", "H", "H", "H", "H", "H", "H", "C", "C", "C", "O", "C", "N", "H", "H", "H", "H", "H", "H", "H", "H", "H", "H", "H", "C", "C", "C", "O", "C", "N", "H", "H", "H", "H", "H", "H", "H", "H", "H", "H", "H", "C", "C", "C", "O", "C", "N", "H", "H", "H", "H", "H", "H", "H", "H", "H", "H", "H", "C", "C", "C", "O", "C", "N", "H", "H", "H", "H", "H", "H", "H", "H", "H", "H", "H", "C", "C", "C", "O", "C", "N", "H", "H", "H", "H", "H", "H", "H", "H", "H", "H", "H", "C", "C", "C", "O", "C", "N", "H", "H", "H", "H", "H", "H", "H", "H", "H", "H", "H", "C", "C", "C", "O", "C", "N", "H", "H", "H", "H", "H", "H", "H", "H", "H", "H", "H", "C", "C", "C", "O", "C", "N", "H", "H", "H", "H", "H", "H", "H", "H", "H", "H", "H", "C", "C", "C", "O", "C", "N", "H", "H", "H", "H", "H", "H", "H", "H", "H", "H", "H"],
  "xyz": [[-7.4214, -7.3686, 9.3830], [-8.6212, -7.9045, 10.0947], [-8.5805, -7.5191, 11.5991], [-9.4970, -8.3466, 12.2671], [-9.3089, -8.4804, 13.7306], [-9.8256, -7.3517, 9.4362], [-7.4300, -6.2787, 9.3927], [-7.4217, -7.5203, 8.3036], [-6.4916, -7.7932, 9.7616], [-8.6023, -8.9772, 9.9024], [-8.7875, -6.4672, 11.7959], [-7.6153, -7.8505, 11.9820], [-9.5777, -7.5897, 14.2985], [-8.2684, -8.5892, 14.0365], [-10.0104, -9.2279, 14.1010], [-9.8521, -6.3516, 9.5746], [-10.5102, -7.7844, 10.0397], [-13.9433, -14.5493, 14.8507], [-13.6278, -15.8614, 15.6239], [-14.8930, -16.6518, 16.2086], [-15.4834, -15.8877, 17.2180], [-16.5092, -16.6022, 17.9879], [-12.8831, -16.7396, 14.7473], [-14.2894, -14.6760, 13.8249], [-13.0484, -13.9366, 14.7419], [-14.7029, -13.9725, 15.3783], [-12.9374, -15.6140, 16.4302], [-14.5880, -17.5912, 16.6697], [-15.5924, -16.8974, 15.4095], [-17.0208, -15.9500, 18.6957], [-16.0355, -17.3080, 18.6701], [-17.1930, -17.1050, 17.3039], [-11.9438, -16.3780, 14.6625], [-12.7082, -17.6459, 15.1573], [-12.0587, -4.3561, 10.4177], [-10.9358, -3.8378, 11.3269], [-11.0155, -4.5554, 12.6498], [-12.1776, -4.2328, 13.4038], [-12.3027, -5.0428, 14.5578], [-9.7213, -4.1873, 10.6639], [-12.1581, -3.8409, 9.4623], [-13.0239, -4.2599, 10.9149], [-11.8514, -5.4257, 10.3852], [-11.1189, -2.7653, 11.3927], [-10.1879, -4.2852, 13.3058], [-10.9392, -5.6351, 12.5217], [-13.2294, -4.7525, 15.0530], [-11.4698, -4.9527, 15.2551], [-12.3780, -6.0901, 14.2652], [-8.8988, -3.8092, 11.1119], [-9.7224, -3.6471, 9.8105], [-9.1696, -12.7070, 23.7876], [-10.7110, -12.7549, 23.6764], [-11.2205, -13.2606, 22.3040], [-10.7462, -12.4378, 21.2745], [-11.1444, -12.8772, 19.9694], [-11.3477, -13.3823, 24.8553], [-8.8234, -11.9089, 23.1309], [-8.7762, -13.6552, 23.4213], [-8.6572, -12.5256, 24.7324], [-10.9666, -11.6979, 23.7501], [-12.3021, -13.3659, 22.2192], [-10.8302, -14.2720, 22.1902], [-12.2302, -12.9596, 19.9196], [-10.6318, -13.8154, 19.7571], [-10.8372, -12.2492, 19.1332], [-11.0875, -14.3568, 24.8018], [-12.3359, -13.3926, 24.6471], [-8.4541, -15.3231, 17.0303], [-9.2381, -15.9537, 15.9324], [-9.5524, -15.0208, 14.7326], [-10.4796, -15.5982, 13.7718], [-10.8304, -14.7435, 12.7219], [-8.4914, -17.0489, 15.4036], [-8.1348, -16.0191, 17.8060], [-9.1285, -14.7121, 17.6302], [-7.6604, -14.6989, 16.6197], [-10.1858, -16.3856, 16.2538], [-8.6063, -14.7266, 14.2782], [-10.1138, -14.1875, 15.1551], [-10.0970, -14.6382, 11.9224], [-11.1656, -13.7686, 13.0760], [-11.6697, -15.1834, 12.1833], [-7.5130, -16.8418, 15.2629], [-8.7990, -17.2340, 14.4595], [-16.1447, -5.5654, 10.1609], [-15.2144, -6.7584, 9.9835], [-14.3959, -6.6740, 8.7001], [-15.1757, -6.6368, 7.5317], [-14.5255, -7.2640, 6.4102], [-14.3520, -6.9124, 11.1347], [-16.7637, -5.5658, 9.2637], [-15.7076, -4.5765, 10.2986], [-16.8494, -5.6364, 10.9894], [-15.9315, -7.5710, 9.8679], [-13.6680, -7.4688, 8.5366], [-13.7990, -5.7622, 8.7221], [-15.1535, -7.3106, 5.5204], [-14.3859, -8.3271, 6.6065], [-13.5908, -6.8242, 6.0622], [-13.5948, -6.2470, 11.0727], [-13.8542, -7.7877, 11.0565], [-11.1986, -7.2379, 21.7196], [-11.2351, -8.7426, 21.3260], [-11.4663, -8.8826, 19.7755], [-12.7409, -8.3778, 19.3103], [-13.8101, -9.3188, 19.5904], [-10.0144, -9.4133, 21.7251], [-12.1549, -6.7969, 21.4384], [-10.4645, -6.6243, 21.1974], [-11.0684, -7.1661, 22.7994], [-12.0239, -9.2232, 21.9047], [-11.1976, -9.8388, 19.3265], [-10.7360, -8.2771, 19.2386], [-14.7202, -9.0106, 19.0758], [-14.0095, -9.3355, 20.6619], [-13.4154, -10.2723, 19.2393], [-10.2528, -10.3845, 21.8672], [-9.8598, -9.1388, 22.6847], [-17.1676, -10.9507, 20.7439], [-16.4766, -12.2266, 21.2868], [-14.9820, -12.4385, 21.0894], [-14.5565, -12.3153, 19.7296], [-14.8970, -13.3992, 18.8674], [-16.7616, -12.4523, 22.6617], [-17.1312, -10.1229, 21.4520], [-18.2326, -11.1439, 20.6152], [-16.7743, -10.6366, 19.7771], [-16.9670, -13.0596, 20.7832], [-14.6514, -13.3636, 21.5617], [-14.4248, -11.6532, 21.6001], [-15.9700, -13.3023, 18.7024], [-14.6732, -14.4094, 19.2104], [-14.3900, -13.2780, 17.9102], [-17.7581, -12.5907, 22.7510], [-16.4538, -13.4014, 22.8182], [-13.6225, -9.0074, 15.5736], [-13.1447, -9.7362, 14.3055], [-13.3203, -11.2671, 14.3333], [-12.1751, -11.7834, 14.9618], [-12.1235, -11.8419, 16.4271], [-14.0060, -9.2791, 13.1610], [-14.5699, -9.3992, 15.9436], [-13.7850, -7.9791, 15.2505], [-12.8600, -8.9546, 16.3507], [-12.1241, -9.3958, 14.1307], [-13.2816, -11.6011, 13.2964], [-14.2144, -11.7300, 14.7510], [-11.6977, -12.7892, 16.7578], [-12.9814, -11.4863, 16.9978], [-11.3617, -11.1240, 16.7310], [-14.0082, -8.2754, 13.0480], [-14.9559, -9.4222, 13.4730], [-11.0751, -10.7870, 10.9384], [-11.9646, -9.7510, 10.2518], [-13.3697, -10.2374, 9.7025], [-13.1991, -11.0927, 8.6518], [-14.4312, -11.6051, 8.1412], [-12.0188, -8.6615, 11.1637], [-10.0678, -10.3868, 11.0530], [-11.0249, -11.5740, 10.1860], [-11.3235, -11.0397, 11.9692], [-11.3942, -9.3419, 9.4179], [-13.9531, -9.3746, 9.3810], [-13.8545, -10.6427, 10.5906], [-15.0408, -12.0266, 8.9406], [-14.3001, -12.3592, 7.3652], [-15.0313, -10.8116, 7.6959], [-11.1373, -8.6250, 11.6552], [-12.6487, -8.9901, 11.8816], [-17.4343, -9.5003, 12.2066], [-17.3365, -10.4391, 13.4057], [-16.5026, -11.6420, 13.0925], [-17.2121, -12.5116, 12.1180], [-16.4255, -13.6776, 11.8339], [-16.7350, -9.7251, 14.5216], [-16.5360, -8.9395, 11.9486], [-18.2582, -8.7889, 12.2642], [-17.6278, -10.1197, 11.3308], [-18.3430, -10.7400, 13.6964], [-16.4006, -12.2082, 14.0183], [-15.5357, -11.2946, 12.7284], [-16.9304, -14.3190, 11.1116], [-16.2871, -14.1803, 12.7912], [-15.4537, -13.4088, 11.4198], [-16.9572, -10.2046, 15.3823], [-17.3365, -8.9183, 14.6076]],
  "forces_ev_per_angstrom": [[0.81, 0.74, -0.70], [0.07, 1.42, -0.56], [1.02, -1.42, -0.63], [-1.03, -0.77, 2.41], [-0.42, 0.99, -0.70], [0.23, -1.48, 0.61], [0.34, 0.21, 0.64], [-0.36, -0.68, 0.01], [0.06, 0.31, 0.13], [-0.31, -0.21, 0.66], [0.17, 0.11, -0.27], [0.48, 0.61, 0.03], [-0.38, 0.61, -0.49], [0.09, -0.82, -0.52], [0.53, -0.44, -0.31], [-0.04, 0.35, 0.20], [-0.85, 0.85, -0.52], [-0.12, -0.35, 0.44], [-0.91, -0.46, 0.00], [1.36, 0.74, -0.30], [-1.51, 0.45, 1.24], [1.32, 0.30, -0.46], [0.08, -0.65, -0.55], [-0.18, -0.62, 0.06], [0.11, -0.06, 0.30], [-0.01, 0.13, 0.17], [-0.54, 0.36, 0.78], [0.50, -0.31, -0.24], [-0.15, 0.11, -0.27], [-0.07, 0.57, -0.65], [0.25, -0.51, -0.34], [-0.15, 0.02, 0.16], [0.02, 0.28, -0.54], [-0.43, -0.31, 0.28], [-0.32, -0.22, 1.10], [-2.02, 0.10, -0.38], [0.00, 0.56, 1.48], [-0.03, -0.11, -0.51], [-0.37, 0.15, -0.35], [1.29, 0.22, -0.70], [0.39, -0.32, -0.12], [-0.05, 0.26, 0.13], [-0.11, -0.15, -0.90], [0.33, 0.23, 0.67], [0.63, 0.10, -0.15], [-0.12, -0.41, -0.38], [0.13, 0.00, 0.01], [0.20, 0.23, 0.01], [-0.04, -0.33, -0.02], [0.17, -0.04, 0.62], [0.02, -0.21, -0.60], [-0.07, -0.61, -1.00], [0.17, 1.56, 0.85], [0.77, -0.52, 0.51], [0.18, 0.82, -1.02], [0.19, -0.49, 0.49], [0.39, -0.19, -1.29], [0.13, -0.20, -0.25], [0.28, -0.07, -0.17], [-0.90, 0.02, 0.40], [-0.51, 0.18, -0.12], [-0.36, 0.29, 0.44], [0.20, -0.44, -0.21], [-0.09, -0.25, -0.02], [-0.31, -0.48, 0.07], [0.25, 0.76, 0.63], [0.12, -0.47, 0.41], [-0.45, 0.07, 0.30], [-0.99, 0.97, 0.94], [-0.38, -0.57, -2.04], [-1.32, 0.59, 0.96], [1.57, -0.40, 0.78], [-0.70, 0.01, -0.67], [0.81, -1.68, -0.72], [0.51, -0.38, -0.60], [0.00, 0.66, -0.19], [0.24, -0.13, 0.29], [-0.21, 0.23, 0.42], [-0.04, 0.20, -0.24], [0.31, 0.78, -0.13], [0.71, 0.14, 0.34], [0.17, 0.25, 0.16], [-0.25, -0.25, 0.37], [0.29, 0.28, 0.43], [-0.38, -0.42, -0.12], [-0.62, 0.44, -0.40], [-0.78, 0.50, -0.26], [0.55, 0.61, -0.92], [-0.27, -0.28, -1.12], [-0.63, -0.53, -0.07], [0.31, -0.47, -0.11], [-0.01, 0.39, -0.10], [0.54, -0.10, -0.31], [0.20, -0.59, 0.19], [0.38, -0.63, 0.33], [0.09, -0.47, 0.76], [0.21, 0.34, 0.24], [-0.54, 0.66, 0.32], [0.44, -0.15, 0.41], [0.17, 0.32, 0.55], [-0.03, 0.69, 0.23], [-0.15, -0.61, 0.19], [-0.67, -0.76, -0.38], [-0.21, 0.83, -0.91], [-0.05, 1.15, 0.05], [0.07, -0.72, 0.50], [1.43, 0.60, -0.15], [0.45, -0.17, 0.19], [-0.15, 0.00, 0.23], [0.40, -0.42, 0.04], [0.04, 0.20, -0.01], [-0.76, 0.23, -0.35], [-0.66, -0.82, 0.54], [0.14, 0.62, 0.41], [0.21, 0.02, -0.16], [-0.08, -0.23, 0.07], [-0.69, -0.32, 0.15], [0.17, -0.56, -0.59], [0.47, 0.46, 0.22], [0.41, -0.29, 0.36], [-0.67, -0.38, -1.65], [0.29, 1.45, -0.68], [0.52, -0.76, 0.30], [-0.80, 0.63, -0.02], [-0.27, -0.26, 1.55], [0.41, 0.04, 0.04], [-0.03, -0.20, -0.07], [0.13, -0.04, 0.05], [0.06, -0.12, -0.92], [-0.14, -0.46, -0.22], [-0.05, 0.18, 0.17], [-0.15, -0.50, -0.36], [0.17, 0.09, 0.48], [0.07, 0.20, 0.12], [-0.42, 0.50, 0.22], [0.44, -0.23, 0.59], [0.46, 0.21, -0.29], [-2.62, 0.63, 0.07], [1.64, 0.54, 0.07], [0.47, -1.06, 1.51], [1.11, 1.06, -0.85], [0.96, -0.15, 0.00], [0.18, -0.02, 0.05], [-0.15, 0.19, 0.29], [-0.11, -0.27, 0.20], [0.20, -0.67, -0.26], [0.12, -0.22, -0.14], [-0.34, 0.76, 0.28], [-0.67, -0.34, -0.21], [-0.61, -0.57, -0.48], [0.26, 0.24, -0.06], [0.24, 0.57, 0.27], [-0.56, -0.39, 0.03], [0.95, -0.08, -0.24], [-0.82, 0.71, -2.34], [1.14, 1.25, 1.70], [0.30, -1.26, -0.82], [-0.45, 0.28, 0.17], [-0.77, -2.12, 0.73], [0.06, 0.08, -0.31], [-0.12, -0.57, 0.51], [-0.73, -0.49, -0.28], [0.20, -0.55, -0.60], [-0.08, 0.39, 0.10], [-0.53, -0.56, 0.00], [0.07, -0.19, 0.19], [0.61, 0.09, 0.25], [0.04, 0.33, -0.05], [1.51, 1.39, 0.10], [-1.88, 0.53, 0.97], [-0.38, -0.40, -0.76], [-0.57, 0.49, -0.65], [-1.31, -1.45, -0.91], [1.26, 1.10, 0.60], [-0.33, 0.65, 0.61], [-0.21, 0.42, 0.34], [0.30, -0.02, 0.46], [-0.01, 0.02, 0.25], [-0.19, -0.03, -0.09], [-0.18, -0.34, -0.35], [0.38, -0.27, 0.09], [0.15, -0.39, -0.27], [-0.23, 0.19, 0.20], [0.20, -0.50, -0.16], [0.23, 0.09, -0.02], [0.28, -0.48, 0.29], [0.26, 0.73, 0.11]]
}